Record 1
DFT (ωB97M-V with the def2-TZVPD basis set) results for C39H58BCrN8O2Se as an isolated structure.

Its HOMO-LUMO gap (spin up / spin down) is 0.27947 / 0.29759 hartree. The calculation puts the highest occupied orbital energy (spin up / spin down) at -7.7615 / -7.7548 eV. Its lowest unoccupied orbital energy (spin up / spin down) is -0.2 / 0.3 eV. The spin multiplicity is 2.

XYZ file:
```
110
Properties=species:S:1:pos:R:3:mulliken_charge:R:1
Cr 1.5692 -0.6855 -1.1113 -0.820
C -3.9544 4.7508 -1.2250 -1.611
C -2.4665 5.0658 -1.0200 1.991
C -2.0447 6.1754 -1.9922 -1.627
C -2.2787 5.5766 0.4076 -2.053
C -1.6387 3.8078 -1.2849 -0.518
C -0.8484 3.1987 -0.3193 -0.593
C -0.1759 2.0283 -0.6323 0.320
Se 0.9391 1.1640 0.6452 0.309
C -0.2654 -0.0461 1.4741 0.682
C -1.1058 0.4217 2.4784 -0.757
C -1.9893 -0.4391 3.1018 -0.536
C -1.9705 -1.7714 2.6754 -0.196
C -1.1447 -2.2750 1.6773 -0.061
C -0.2537 -1.3719 1.0469 0.037
O 0.5510 -1.7896 0.0551 0.460
C -1.2467 -3.7469 1.2511 2.222
C -2.2278 -4.5428 2.1159 -2.482
C 0.1195 -4.4362 1.3605 -1.092
C -1.7372 -3.8306 -0.1971 -1.428
C -2.9714 0.0052 4.1866 2.086
C -2.7393 -0.8123 5.4633 -1.644
C -2.8065 1.4870 4.5239 -2.129
C -4.4082 -0.2215 3.6969 -1.594
C -0.2478 1.4236 -1.8825 -0.577
O 0.3136 0.2157 -2.0944 -0.603
C -0.9463 2.0729 -2.9111 0.131
C -1.6502 3.2223 -2.5502 -0.412
C -1.0223 1.5907 -4.3720 2.367
C 0.1566 0.7169 -4.8274 -1.990
C -2.3223 0.7941 -4.5481 -1.646
C -1.0423 2.8049 -5.3170 -1.930
H -4.5595 5.6380 -1.0200 0.465
H -4.2780 3.9513 -0.5547 0.346
H -4.1620 4.4316 -2.2485 0.288
H -2.6121 7.0885 -1.7939 0.452
H -2.2216 5.8933 -3.0318 0.322
H -0.9815 6.4023 -1.8850 0.353
H -2.8672 6.4857 0.5487 0.439
H -1.2346 5.8209 0.6193 0.406
H -2.6146 4.8451 1.1471 0.300
H -0.7464 3.6175 0.6731 0.566
H -1.0536 1.4657 2.7563 0.497
H -2.6617 -2.4533 3.1510 0.392
H -1.9376 -4.5546 3.1696 0.419
H -2.2433 -5.5761 1.7632 0.473
H -3.2472 -4.1571 2.0435 0.418
H 0.5110 -4.3527 2.3767 0.058
H 0.8255 -3.9912 0.6600 -0.218
H 0.0193 -5.4973 1.1185 0.592
H -2.7415 -3.4086 -0.2850 0.345
H -1.7802 -4.8762 -0.5158 0.500
H -1.0709 -3.2945 -0.8671 -0.131
H -1.7111 -0.6967 5.8153 0.302
H -2.9205 -1.8770 5.2999 0.309
H -3.4127 -0.4784 6.2570 0.465
H -1.7991 1.7106 4.8845 0.373
H -3.5109 1.7657 5.3107 0.452
H -3.0078 2.1219 3.6571 0.379
H -4.5969 -1.2752 3.4799 0.310
H -4.5996 0.3475 2.7841 0.332
H -5.1254 0.0979 4.4582 0.460
H -2.2396 3.7081 -3.3185 0.239
H 0.1944 -0.2460 -4.3322 0.301
H 1.1191 1.2104 -4.6588 0.373
H 0.0492 0.5489 -5.9029 0.489
H -2.3106 -0.1033 -3.9242 0.248
H -2.4380 0.4836 -5.5905 0.447
H -3.1965 1.3875 -4.2681 0.286
H -0.1825 3.4549 -5.1386 0.394
H -1.9470 3.4087 -5.2281 0.439
H -0.9936 2.4541 -6.3501 0.478
B 4.0505 -2.0156 -2.9314 0.277
N 4.0143 -0.4473 -2.8726 -0.327
C 4.8654 0.4306 -3.4041 -0.226
C 4.4403 1.7174 -3.1033 -1.197
C 3.2820 1.5241 -2.3653 -0.769
N 3.0260 0.2192 -2.2366 2.029
N 2.6115 -2.4982 -3.2983 -0.436
C 2.1865 -3.2223 -4.3327 -0.238
C 0.8127 -3.3871 -4.2342 -1.357
C 0.4699 -2.7000 -3.0764 -0.606
N 1.5566 -2.1767 -2.5063 1.209
H 4.3616 -2.4606 -1.8457 -0.207
H 4.8149 -2.3454 -3.8108 -0.166
H 5.7136 0.0801 -3.9695 0.440
H 4.8981 2.6486 -3.3877 0.458
H 2.6052 2.2474 -1.9354 0.425
H 2.8929 -3.5791 -5.0647 0.457
H 0.1616 -3.9181 -4.9070 0.447
H -0.4969 -2.5283 -2.6339 0.726
C 4.0978 -0.3172 4.5835 -1.518
C 3.8394 -1.8048 4.3769 0.960
C 2.3472 -2.0986 4.2667 -1.167
C 4.6177 -2.3712 3.1970 -1.274
N 4.2412 -1.7591 1.9154 0.745
C 3.2626 -2.0704 1.0818 -0.719
N 3.1992 -1.1496 0.1603 0.817
N 4.1637 -0.2329 0.4563 -0.075
N 4.7918 -0.5944 1.5052 -1.017
H 3.6571 0.0107 5.5260 0.461
H 3.6464 0.2782 3.7859 0.177
H 5.1636 -0.0838 4.6082 0.393
H 4.2327 -2.3500 5.2413 0.365
H 1.8840 -1.5582 3.4344 0.013
H 1.8265 -1.7818 5.1719 0.522
H 2.1484 -3.1636 4.1281 0.321
H 4.4323 -3.4397 3.0891 0.424
H 5.6888 -2.2141 3.3028 0.374
H 2.6358 -2.9432 1.1498 0.590
```

***

Record 2
DFT (ωB97M-V with the def2-TZVPD basis set) results for a 14-piece molecular cluster, C4H35O14S2 overall.

Its HOMO-LUMO gap is 0.29190 hartree. The calculation puts the highest occupied orbital energy at -5.5264 eV. The charge is -1. Its lowest unoccupied orbital energy is 2.4 eV. The value obtained for the energy above the lowest of the compared OMol25 structures with the same formula, charge and spin is 332.8 kJ/mol. The spin multiplicity is 1.

XYZ file:
```
55
Properties=species:S:1:pos:R:3:mulliken_charge:R:1
C 1.5106 -1.0620 -0.7955 2.031
C 0.2963 -1.5924 -0.0892 -0.693
O 0.4123 -1.6432 1.3469 -0.566
C 1.3521 -1.3834 -2.2195 -1.200
S 1.9323 -0.0552 -3.4080 -0.143
S 1.2343 1.7285 -3.1103 -0.072
C -0.4259 1.7022 -2.6651 -0.178
H 1.8165 -0.0145 -0.5303 0.377
H 2.4244 -1.6908 -0.3815 -1.445
H 0.0184 -2.6967 -0.5108 0.404
H -0.6370 -0.9839 -0.2257 0.037
H 1.8214 -2.2940 -2.5234 0.485
H 0.3767 -1.6216 -2.4704 0.503
H -0.9962 1.5856 -3.5673 0.502
H -0.7437 2.6266 -2.1219 0.160
H -0.7490 0.8184 -1.8933 -0.341
H 0.5687 4.8342 -0.0831 0.343
H 0.6179 3.4943 0.6728 0.376
O 1.1216 4.3036 0.5117 -0.714
H -1.7657 -0.4349 2.3186 0.397
H -3.0274 -0.0225 1.4523 0.456
O -2.7647 -0.6525 2.1733 -0.895
H -2.2267 1.4329 0.4268 0.515
H -3.5947 1.9524 0.6603 0.297
O -3.1129 1.2264 0.3261 -0.600
H -0.6504 1.4846 1.8712 0.512
H -0.0991 1.9676 -0.1654 0.116
O -0.5678 2.2337 0.5611 -1.249
H 0.4641 -0.6986 1.6100 0.001
H -1.2741 1.4359 3.1948 0.199
O -0.7376 0.9310 2.7035 -0.751
H -3.0480 -0.0642 4.4079 0.335
H -2.7733 1.2554 3.8227 0.322
O -3.3672 0.8991 4.4549 -0.636
H -2.7840 -0.9183 -0.5863 0.358
H -2.5604 -1.7607 0.7016 0.507
O -2.7135 -1.9083 -0.2474 -0.743
H 2.2964 -1.1942 2.0723 0.448
H 3.5357 -0.7121 2.8462 0.285
O 3.2413 -1.3078 2.1739 -0.613
H -2.8290 -0.1015 -2.9477 0.321
H -3.6080 0.7855 -1.8403 0.325
O -3.5569 -0.1244 -2.2010 -0.685
H 2.3943 -4.5337 0.7385 0.317
H 1.5757 -3.3111 1.0240 0.282
O 1.9665 -3.8689 0.2402 -0.620
H 3.9423 -3.0904 -0.8558 0.333
H 4.0932 -2.1653 0.3253 0.320
O 4.4481 -2.2878 -0.5799 -0.678
H -0.4293 -3.2771 3.8516 0.311
H 0.0976 -3.8132 2.6035 0.347
O 0.2244 -3.8626 3.5537 -0.648
H -1.2292 4.7860 1.3464 0.350
H -1.4446 3.9754 0.0648 0.319
O -1.6735 4.8373 0.4332 -0.718
```

***

Record 3
DFT (ωB97M-V with the def2-TZVPD basis set) results for C43H41ClN5O4S2Y as an isolated structure.

Its HOMO-LUMO gap is 0.15971 hartree. The calculation puts the highest occupied orbital energy at -0.3164 eV. The charge is -2. Its lowest unoccupied orbital energy is 4.0 eV. The value obtained for the energy above the lowest of the compared OMol25 structures with the same formula, charge and spin is 22.9 kJ/mol. The spin multiplicity is 1.

XYZ file:
```
97
Properties=species:S:1:pos:R:3:mulliken_charge:R:1
Y -0.5610 -0.3904 -0.0727 -1.061
C -4.2873 7.0510 -1.2539 -1.383
C -3.2692 5.9431 -1.1922 1.210
C -2.0400 6.0625 -1.8294 -0.928
C -1.1007 5.0427 -1.7599 -0.482
C -1.3944 3.8849 -1.0582 -0.490
C -2.6124 3.7484 -0.4066 -0.138
C -3.5381 4.7764 -0.4810 -1.001
S -0.1502 2.6069 -0.9477 1.792
O -0.4754 1.5833 -1.9344 -0.733
O 1.0879 3.3268 -1.1405 -0.766
N -0.3103 1.8914 0.4399 1.218
C 0.2564 2.3958 1.5992 -0.327
C 0.3263 3.7249 1.9457 -0.441
C 0.9279 4.1294 3.1538 -0.899
C 1.4627 3.2174 4.0175 -0.915
C 1.4097 1.8391 3.6942 1.226
C 1.9903 0.8353 4.5065 -1.186
C 1.9445 -0.4640 4.1105 -1.112
C 1.2764 -0.7886 2.9061 -0.325
N 0.6962 0.1078 2.1519 1.465
C 0.7874 1.4233 2.5049 -0.372
H -3.9282 7.8817 -1.8627 0.333
H -4.5114 7.4369 -0.2569 0.302
H -5.2268 6.6995 -1.6845 0.322
H -1.8090 6.9681 -2.3804 0.236
H -0.1319 5.1415 -2.2309 0.489
H -2.8258 2.8316 0.1283 0.145
H -4.4912 4.6661 0.0247 0.379
H -0.0683 4.4735 1.2709 0.459
H 0.9673 5.1868 3.3898 0.375
H 1.9371 3.5270 4.9417 0.367
H 2.4797 1.1243 5.4313 0.331
H 2.3836 -1.2606 4.6948 0.522
H 1.2061 -1.8211 2.5927 -0.016
O 3.9225 -0.9841 -0.7174 -0.761
S 2.8522 -0.0297 -0.9237 1.144
O 2.5833 0.8886 0.1502 -0.604
N 1.4661 -0.7094 -1.3534 1.794
C 1.4822 -1.5676 -2.4506 -0.606
C 2.5779 -1.9141 -3.2221 -0.619
C 2.4663 -2.7997 -4.3111 -0.850
C 1.2763 -3.3655 -4.6665 -1.063
C 0.1198 -3.0308 -3.9236 1.254
C -1.1561 -3.5644 -4.2170 -0.885
C -2.2400 -3.1990 -3.4763 -0.920
C -2.0578 -2.2748 -2.4279 -0.129
N -0.8887 -1.7633 -2.1392 0.795
C 0.2148 -2.1280 -2.8443 -0.251
C 3.3846 0.9563 -2.3192 0.194
C 2.4977 1.3740 -3.2966 0.322
C 2.9614 2.1594 -4.3427 -0.995
C 4.2966 2.5302 -4.4040 -0.467
C 5.1790 2.1088 -3.4174 -0.590
C 4.7253 1.3132 -2.3766 -0.764
H 3.5592 -1.5498 -2.9637 0.562
H 3.3650 -3.0410 -4.8677 0.387
H 1.1977 -4.0595 -5.4951 0.350
H -1.2502 -4.2710 -5.0351 0.363
H -3.2257 -3.5993 -3.6713 0.424
H -2.8842 -1.9383 -1.8105 0.194
H 1.4544 1.0998 -3.2251 0.160
H 2.2697 2.4888 -5.1078 0.418
H 4.6516 3.1476 -5.2211 0.365
H 6.2227 2.3967 -3.4618 0.378
H 5.3998 0.9568 -1.6095 0.416
C 1.4702 -3.9767 0.0826 -1.032
C 0.2934 -4.6808 0.7588 0.219
C -0.8742 -4.8696 -0.2127 -1.475
C -0.1231 -4.0077 2.0557 0.415
C 0.3592 -4.5446 3.2352 -0.295
C 0.0115 -4.0522 4.4932 -1.503
C -0.9620 -3.0523 4.5236 -0.436
C -1.4842 -2.4765 3.3818 1.170
C -2.6565 -1.5208 3.5535 0.256
C -2.3163 -0.0323 3.4402 -0.738
C -3.8321 -1.8649 2.6358 -1.547
C -0.9398 -2.7980 2.0659 0.048
N -1.1657 -2.0548 1.0034 0.053
H 1.7217 -4.4398 -0.8778 0.514
H 2.3591 -4.0027 0.7173 0.389
H 1.2292 -2.9328 -0.0983 -0.097
H 0.6439 -5.6839 1.0421 0.534
H -1.3186 -3.8989 -0.4331 -0.107
H -1.6468 -5.5015 0.2347 0.447
H -0.5349 -5.3388 -1.1429 0.486
H 1.0318 -5.3994 3.1677 0.291
H 0.4110 -4.4844 5.4030 0.255
H -1.3524 -2.7218 5.4860 0.283
H -2.9960 -1.6791 4.5877 0.430
H -2.0531 0.2314 2.4171 -0.216
H -1.4874 0.2367 4.1001 0.193
H -3.1859 0.5751 3.7141 0.593
H -3.5412 -1.7313 1.5950 0.071
H -4.6861 -1.2124 2.8452 0.451
H -4.1410 -2.9038 2.7849 0.375
Cl -3.0653 0.3846 -0.4237 -0.644
```